# 1
Computed, not measured: a cluster of 8 separate species, C26H50NO22S2 in total, with ωB97M-V/def2-TZVPD.

Structure (XYZ):
```
101
Properties=species:S:1:pos:R:3:forces:R:3:lowdin_charge:R:1
C -42.5082 10.7738 34.6982 -3.8 1.0 0.8 -0.024
N -41.6325 11.4225 35.6907 1.8 1.2 -1.2 -0.356
C -42.3447 12.1453 36.7928 -6.3 -4.2 -2.3 0.033
C -40.7525 10.3918 36.2641 -1.6 -3.1 -2.5 -0.011
C -40.8044 12.3711 34.8011 0.3 2.3 -1.5 -0.068
C -39.9153 13.4690 35.5406 0.4 -2.6 -0.8 -0.261
O -39.3109 14.2100 34.5538 -1.2 4.0 -1.7 -0.081
H -43.2391 10.0550 35.1611 1.6 -0.3 -0.4 0.122
H -42.0641 10.6336 33.7336 0.8 -1.1 0.1 0.099
H -43.2848 11.5027 34.4290 0.3 0.5 0.1 0.105
H -41.8276 12.7165 37.4067 3.4 1.6 3.2 0.012
H -43.1501 11.3124 37.3367 2.7 2.5 -1.3 0.204
H -42.9881 12.9225 36.3682 -0.2 -0.4 -0.5 0.112
H -41.4758 9.6536 36.7016 1.2 0.3 -0.5 0.103
H -40.1446 10.7169 36.9738 2.2 2.1 3.5 0.048
H -39.9743 9.9935 35.5435 -1.7 0.1 0.2 0.140
H -41.5803 13.1038 34.1693 1.8 -2.4 1.5 0.195
H -40.1062 11.7834 34.0807 -1.5 0.7 1.1 0.138
H -39.0687 13.0672 36.1447 -1.1 0.0 0.2 0.139
H -40.6206 14.0813 35.9805 -1.0 1.1 2.2 0.084
H -39.8267 15.1343 34.4770 2.0 -3.1 0.1 0.190
O -41.6864 14.7182 39.0329 -0.3 -1.2 -1.3 -0.301
S -40.5007 14.8909 39.8055 -0.9 4.7 1.7 0.621
O -39.4169 15.6859 39.3021 0.1 -1.2 -0.3 -0.269
O -41.1000 15.8094 41.1026 2.1 -3.5 -0.5 -0.281
C -41.4945 17.1048 40.7845 -1.4 0.4 -0.6 -0.273
C -42.0889 17.6304 42.1221 9.8 5.7 -1.8 -0.030
C -40.0827 13.4470 40.5979 1.8 -0.6 2.6 -0.137
H -42.2375 16.9465 39.8580 1.1 1.2 2.2 0.157
H -40.6672 17.7377 40.4766 0.2 -0.2 -0.2 0.104
H -41.6382 17.5475 43.1188 0.5 -0.6 -0.8 0.104
H -42.9516 17.4404 42.1334 -12.5 -4.2 0.8 -0.068
H -42.3263 18.7448 41.9947 1.2 -0.8 0.0 0.117
H -39.8577 12.6310 40.0148 0.5 -1.4 -2.8 0.032
H -41.0128 13.0478 41.0003 0.2 0.5 1.2 0.095
H -39.0594 13.4120 41.1731 -2.5 0.9 -0.2 0.153
O -36.1924 16.7898 32.6217 0.3 -0.1 -0.7 -0.278
S -34.9471 16.8098 33.3261 -3.1 -4.5 -1.4 0.558
O -34.6835 17.8797 34.1189 1.6 4.2 3.7 -0.213
O -35.0120 15.4564 34.3088 0.4 1.6 -0.9 -0.211
C -35.9721 14.4976 33.9975 -1.0 -4.5 -2.5 -0.334
C -36.1429 13.4246 35.0745 1.1 -2.0 -2.8 -0.078
C -33.6080 16.5648 32.2677 0.6 -4.6 -0.8 -0.131
H -35.7572 13.8069 33.0450 0.8 1.5 1.5 0.153
H -36.9698 14.6941 33.6273 -0.2 1.9 0.7 0.086
H -36.5527 13.7490 35.9694 -0.5 0.5 1.9 0.056
H -35.2050 12.8442 35.1237 0.1 0.8 1.0 0.064
H -36.7453 12.5651 34.6413 -0.1 1.5 0.3 0.088
H -34.0359 16.0803 31.3478 0.5 0.2 0.9 0.092
H -32.7862 15.8672 32.7062 -1.5 1.4 -0.6 0.124
H -33.2334 17.4679 31.9526 0.9 2.3 -0.3 0.036
C -40.3759 4.0929 35.8492 1.6 -0.2 -0.4 -0.184
C -40.0953 4.2840 37.2647 -0.3 -0.7 2.1 -0.109
O -39.8840 5.6598 37.4098 2.0 2.2 2.8 0.056
C -40.1764 6.4070 36.3689 -1.3 -8.4 -0.9 -0.530
O -40.2008 7.5266 36.1620 0.2 4.2 -0.4 0.222
O -40.6041 5.3804 35.4702 -1.9 3.9 -2.9 0.040
H -41.1087 3.3601 35.7257 -2.2 -0.4 -0.4 0.123
H -39.6168 3.7341 35.2084 1.6 -0.5 -0.3 0.128
H -39.2853 3.7247 37.7017 0.4 0.0 0.0 0.145
H -40.9913 4.0819 37.8434 -0.1 -0.3 0.2 0.138
C -40.8704 10.3293 29.8171 2.2 4.1 -7.6 -0.158
C -40.2146 9.0365 29.7406 3.8 2.4 -0.5 -0.026
O -39.1807 9.4129 30.7131 2.0 -8.9 -2.9 0.174
C -39.4300 10.4268 31.3143 3.5 5.5 7.5 -0.762
O -38.7918 10.8564 32.2807 -0.6 -0.7 -0.8 0.094
O -40.3946 11.0790 30.8408 -2.9 2.4 0.2 0.140
H -41.8618 10.4247 29.8287 -4.0 -0.3 -0.3 0.092
H -40.4415 10.9401 28.7348 -1.7 -1.4 2.8 0.221
H -39.6015 8.7912 28.8678 -0.7 0.3 -0.1 0.153
H -40.8945 8.3156 29.8828 -1.7 -3.5 1.8 0.099
C -43.8377 7.2544 37.0641 -7.1 1.7 -1.9 -0.112
C -44.5029 6.2882 38.0837 2.8 -2.7 -0.7 -0.036
O -44.0515 6.9261 39.2593 -1.7 -4.8 1.4 0.120
C -43.5400 8.0334 39.0232 1.8 7.3 7.9 -0.681
O -43.2990 8.8450 39.9715 -0.2 -2.4 -3.5 0.082
O -43.4053 8.3238 37.8022 0.6 2.3 -2.4 0.091
H -44.4426 7.6639 36.1078 0.5 -0.9 2.4 0.187
H -43.0540 6.9554 36.6115 5.5 -3.3 -2.9 0.036
H -43.9702 5.1821 37.9822 -1.4 2.8 0.3 0.183
H -45.5470 6.1164 38.2471 -0.7 0.3 -0.9 0.125
C -35.1983 9.9366 34.8912 0.3 2.0 -3.8 -0.124
C -34.3161 9.5148 36.0327 1.0 6.5 1.0 -0.080
O -35.1647 9.6741 37.1661 0.4 -0.1 0.6 0.087
C -36.3360 10.1511 36.7947 -2.5 -0.4 4.0 -0.583
O -37.2476 10.3085 37.6289 1.8 0.0 -2.7 0.085
O -36.3818 10.2983 35.5072 -2.4 1.3 -0.1 0.037
H -35.5606 9.1568 34.2224 0.9 -0.2 -0.3 0.131
H -34.9187 10.9479 34.1627 -0.1 -3.1 2.2 0.197
H -33.4244 10.2490 36.2177 -1.5 -1.2 -0.6 0.177
H -33.9569 8.6126 36.1304 1.8 -5.0 -0.5 0.075
C -38.2384 7.4095 39.5283 -1.0 -4.5 -6.0 -0.195
C -39.7914 7.6546 39.6592 0.4 -1.4 -3.7 -0.152
O -39.8495 8.5440 40.6999 2.0 -0.6 2.3 0.073
C -38.5614 8.5133 41.2412 -0.8 7.8 7.2 -0.501
O -38.2250 9.3040 42.1845 -1.9 -3.4 -3.6 0.079
O -37.7037 7.8072 40.6453 2.5 -0.3 2.5 0.144
H -37.8243 7.9349 38.6800 -0.1 0.8 -0.2 0.108
H -37.8411 6.3543 39.2802 -1.3 1.1 0.7 0.157
H -40.3761 6.6484 39.6635 0.6 2.0 0.7 0.152
H -40.0349 8.2908 38.7665 -0.4 -1.2 0.4 0.123
```
Positions in Å, forces in eV/Å.

lowest unoccupied orbital energy = -2.2553 eV
HOMO-LUMO gap = 9.57 eV
total charge = +1
HOMO = -11.83 eV


# 2
Computed, not measured: a structure of composition C26H50NOP3Re, with ωB97M-V/def2-TZVPD.

Structure (XYZ):
```
82
Properties=species:S:1:pos:R:3:forces:R:3:lowdin_charge:R:1
Re 0.5381 -0.2797 0.2000 -0.2 -1.5 4.1 0.930
P 2.2216 0.5653 1.6168 2.7 1.6 2.1 0.694
P -0.5688 1.3958 -0.8986 -2.5 1.5 -2.4 0.702
P 2.2992 -0.8298 -1.2823 2.7 -1.3 -1.8 0.713
H -1.7917 -1.6521 0.2140 0.4 -0.2 -0.3 0.081
C -0.8811 -1.7452 -0.3981 -0.6 -1.6 0.3 -0.308
C 0.2832 -2.4539 0.1421 -1.9 -0.2 -2.3 -0.208
H 0.2136 -2.9152 1.1281 0.3 0.7 0.0 0.079
C 1.9662 0.9651 3.3843 -0.2 -0.1 0.1 -0.230
C 2.9060 2.1575 1.0120 0.0 0.1 -0.1 -0.212
C 3.7011 -0.5103 1.8266 0.0 -0.3 -0.1 -0.218
C -2.1668 0.8240 -1.6066 0.0 -0.1 -0.3 -0.228
C -1.1967 2.9506 -0.1432 0.3 0.0 0.7 -0.208
C 0.3197 2.1575 -2.3127 0.2 -0.2 -0.1 -0.217
C 3.4170 -2.2622 -0.9106 0.1 -0.1 0.6 -0.207
C 3.4817 0.4238 -1.9106 0.0 0.4 0.1 -0.221
C 1.7648 -1.5326 -2.8787 -0.7 0.2 -0.3 -0.246
H -1.0860 -1.8850 -1.4706 0.2 0.2 0.5 0.053
H 0.8301 -3.0886 -0.5594 0.0 0.4 0.2 0.057
H 1.4076 0.1498 3.8589 0.1 0.3 0.0 0.044
H 1.4319 1.9156 3.4930 0.0 -0.2 0.0 0.040
H 2.9371 1.0552 3.8915 -0.3 0.1 -0.3 0.079
H 2.0968 2.8992 0.9449 0.3 -0.1 0.0 0.047
H 3.3911 2.0498 0.0343 -0.2 0.1 0.3 0.025
H 3.6532 2.5186 1.7337 -0.2 -0.1 -0.2 0.085
H 3.3670 -1.5497 1.9491 0.3 0.2 0.0 0.052
H 4.2391 -0.2261 2.7419 -0.2 0.1 -0.3 0.076
H 4.3946 -0.4292 0.9776 -0.3 -0.1 0.2 0.056
H -2.5271 1.5559 -2.3453 0.0 -0.1 0.3 0.081
H -2.9057 0.7300 -0.7980 0.2 0.0 -0.2 0.073
H -2.0657 -0.1540 -2.0917 -0.2 0.4 0.4 0.009
H -1.3113 3.7092 -0.9326 0.0 -0.4 0.2 0.082
H -0.4901 3.3275 0.6058 -0.2 0.1 -0.2 0.042
H -2.1748 2.7788 0.3265 0.4 0.0 -0.2 0.049
H -0.3046 2.9769 -2.6973 0.2 -0.3 0.0 0.075
H 0.5298 1.4432 -3.1176 0.0 0.1 0.2 0.043
H 1.2713 2.5845 -1.9708 -0.3 0.0 -0.1 0.050
H 4.3545 -2.1650 -1.4779 -0.3 0.1 0.1 0.087
H 2.9277 -3.1931 -1.2212 0.1 0.3 0.0 0.061
H 3.6720 -2.3608 0.1459 0.0 0.0 -0.3 0.025
H 3.9733 0.0408 -2.8164 -0.2 0.0 0.3 0.081
H 4.2599 0.6478 -1.1740 -0.1 0.0 -0.2 0.051
H 2.9614 1.3489 -2.1813 0.2 -0.2 0.1 0.031
H 2.6399 -1.7819 -3.4940 0.0 0.1 0.4 0.090
H 1.1267 -0.8399 -3.4322 0.4 -0.2 0.1 0.028
H 1.1944 -2.4483 -2.6851 0.1 0.2 -0.1 0.043
C -1.3130 -1.8109 -4.8014 0.2 1.1 1.6 -0.196
C -2.5088 -1.4934 -5.4655 -1.0 -0.6 -1.4 0.066
C -2.9809 -2.3744 -6.4382 -0.4 1.9 1.1 0.043
C -2.2377 -3.5158 -6.7711 -0.4 -0.5 -0.6 0.079
C -1.0304 -3.7993 -6.1232 1.7 0.4 1.6 0.044
C -0.5520 -2.9399 -5.1305 0.1 -1.5 -0.9 0.065
O -0.9315 -1.0505 -3.7083 -0.3 -0.5 -2.2 0.008
H -1.1507 -0.1071 -3.8624 -0.3 -0.6 0.0 0.120
H -3.0495 -0.5918 -5.1778 0.0 -0.3 -0.2 0.146
H -3.9365 -2.1590 -6.9181 0.3 -0.2 0.0 0.150
H -2.5935 -4.1912 -7.5497 0.0 0.2 0.2 0.159
H -0.4583 -4.6958 -6.3685 -0.2 0.3 -0.1 0.150
H 0.3900 -3.1184 -4.6115 -0.3 -0.1 -0.2 0.122
C -1.0093 1.6979 5.2907 0.3 -0.2 0.4 0.035
N -1.8951 2.3600 4.3011 -0.3 -0.6 -0.5 -0.181
C -1.9428 3.8230 4.5403 -0.1 0.5 -0.1 0.032
C -1.5876 2.0116 2.8382 -0.5 0.7 -0.2 -0.096
C -1.6254 0.5252 2.6603 -0.4 -0.3 -0.8 -0.250
C -2.7762 -0.0995 3.1758 0.5 0.0 0.2 -0.039
C -2.6775 -1.3861 3.6796 0.0 -0.2 -0.3 -0.015
C -1.4300 -2.0193 3.6362 0.0 -0.1 0.4 -0.025
C -0.3604 -1.4389 2.9509 -0.3 -0.5 -0.8 -0.142
C -0.5600 -0.2779 2.1681 0.4 0.8 0.9 -0.234
H 0.0170 2.0504 5.1558 -0.3 0.0 0.0 0.101
H -1.0578 0.6155 5.1717 0.0 0.1 0.0 0.104
H -1.3655 1.9716 6.2890 0.1 -0.1 -0.2 0.130
H -2.8408 1.9845 4.4612 0.3 0.2 0.1 0.173
H -0.9463 4.2366 4.3586 -0.2 0.0 0.1 0.121
H -2.6755 4.2648 3.8604 0.1 0.0 0.2 0.120
H -2.2367 3.9926 5.5798 0.1 0.0 -0.2 0.127
H -2.4029 2.4811 2.2682 0.3 0.2 0.3 0.125
H -0.6262 2.4837 2.5896 -0.4 -0.2 0.1 0.116
H -3.7134 0.4601 3.2623 0.3 -0.1 0.2 0.142
H -3.5423 -1.8404 4.1555 0.2 -0.1 -0.1 0.138
H -1.3010 -2.9712 4.1502 0.1 0.2 -0.1 0.137
H 0.6074 -1.9469 2.9626 -0.3 0.0 -0.2 0.113
```
Positions in Å, forces in eV/Å.

multiplicity = 4
lowest unoccupied orbital energy (alpha / beta) = -13.3504 / -13.9633 eV
HOMO-LUMO gap (alpha / beta) = 5.44 / 4.85 eV
total charge = +4
HOMO (alpha / beta) = -18.79 / -18.81 eV


Maximum force / eV/Å: 13.18; 4.35